Molecular formula: C13H12N8
Method: DFT, ωB97M-V/def2-TZVPD

The relative energy (zero: lowest compared OMol25 entry of this formula, charge and spin) is 24.7 kJ/mol. For the HOMO energy, the calculation gives -8.6 eV. The calculation puts the largest force on an atom at 3.4 eV Å⁻¹. The value obtained for the frontier orbital gap is 8.0 eV. For the calculated total energy, the calculation gives -25594.1755 eV.

Geometry as XYZ:
```
33
Properties=species:S:1:pos:R:3:forces:R:3
C -4.3421 -1.4373 -5.5788 0.0 0.1 -0.1
N -3.0827 -0.1292 1.7874 0.4 -0.2 -0.8
N -1.7097 0.0709 1.8888 -1.3 -0.2 0.5
N 0.4447 -0.0229 -1.0468 -0.7 -0.3 1.0
N -0.1538 -0.4059 -3.2294 -2.3 -0.9 -0.7
N -3.5140 -1.1510 -4.8083 1.6 0.0 1.0
C -3.3731 -0.3675 0.5202 0.9 0.5 0.2
C -1.2055 -0.0458 0.6943 -0.2 0.2 0.6
C 0.1670 0.0570 0.2418 3.4 0.1 0.2
C -1.1104 -0.7256 -4.1272 -0.2 0.3 -0.2
C -0.5702 -0.3304 -1.9526 0.8 1.0 0.6
C -2.9172 -0.7490 -2.5007 0.7 0.1 -0.3
C -2.5070 -0.9135 -3.8169 0.5 0.4 -0.5
C -1.9208 -0.4349 -1.5651 -0.6 -0.7 -0.8
N -2.1940 -0.2800 -0.2109 -0.7 -0.4 -0.2
N 3.4177 1.2585 2.6911 0.0 -0.6 1.4
N 1.2917 0.1995 1.1555 -2.6 -0.3 -0.6
C 3.7757 0.3836 1.5840 -0.9 0.4 -0.2
C 2.2663 0.7416 3.4594 0.2 0.0 -0.9
C 2.6388 0.3511 0.5624 -0.3 -0.6 -0.2
C 1.0057 0.5594 2.5937 0.4 -0.2 -0.3
H -4.3638 -0.5685 0.0668 1.0 0.2 0.6
H -0.7718 -0.7720 -5.1798 -0.4 -0.1 0.7
H -3.9755 -0.8604 -2.2925 0.2 0.1 0.3
H 3.1684 2.1524 2.3224 0.0 0.7 -0.3
H 3.9760 -0.6407 1.9107 0.3 0.3 0.3
H 4.6429 0.8494 1.0806 -0.2 -0.7 0.2
H 2.5533 -0.2439 3.8426 0.1 0.2 0.1
H 1.9776 1.3986 4.3141 0.5 -0.4 -0.6
H 2.7181 1.2892 0.0309 -0.3 0.3 -0.5
H 2.7851 -0.4743 -0.1532 -0.1 0.4 0.1
H 0.4577 -0.2406 3.1052 -0.3 0.3 -0.6
H 0.4249 1.4819 2.6104 -0.1 -0.1 0.0
```
Forces are in eV/Å.

Molecular formula: C5H7NO
Method: DFT, ωB97M-V/def2-TZVPD

The relative energy (zero: lowest compared OMol25 entry of this formula, charge and spin) is 240.3 kJ/mol. For the HOMO energy, the calculation gives -10.3 eV. The calculation puts the largest force on an atom at 1.2 eV Å⁻¹. The value obtained for the frontier orbital gap is 10.0 eV. For the calculated total energy, the calculation gives -8833.7121 eV.

Geometry as XYZ:
```
14
Properties=species:S:1:pos:R:3:forces:R:3
C -0.1674 -0.9395 1.3278 0.0 0.0 0.0
C 0.4018 -0.9964 -0.0567 -0.1 0.0 -0.1
C -0.1425 -0.4799 -1.1723 0.1 -0.1 0.1
C -1.4106 0.2684 -1.1926 -0.2 0.1 0.3
O -1.9928 0.6649 -0.1979 0.3 -0.1 -0.4
C 2.4581 2.0680 0.7165 -1.0 0.0 -0.5
N 1.4068 1.9829 0.2023 1.0 0.1 0.5
H -0.1345 0.0833 1.7219 0.0 -0.2 -0.1
H 0.3947 -1.5860 2.0063 -0.1 0.1 -0.1
H -1.2220 -1.2316 1.3275 0.1 0.1 0.0
H 1.3570 -1.5098 -0.1646 -0.1 0.1 0.0
H 0.5068 1.7849 -0.1940 0.1 0.1 0.1
H 0.3668 -0.6004 -2.1264 -0.1 0.0 0.1
H -1.8223 0.4912 -2.1979 0.0 -0.1 0.1
```
Forces are in eV/Å.

Molecular formula: C25H37N3O5S
Method: DFT, ωB97M-V/def2-TZVPD

The relative energy (zero: lowest compared OMol25 entry of this formula, charge and spin) is 113.9 kJ/mol. For the HOMO energy, the calculation gives -7.9 eV. The calculation puts the largest force on an atom at 1.5 eV Å⁻¹. The value obtained for the frontier orbital gap is 8.4 eV. For the calculated total energy, the calculation gives -52068.2606 eV.

Geometry as XYZ:
```
71
Properties=species:S:1:pos:R:3:forces:R:3
C -6.3755 -3.6225 4.2581 -0.4 -0.2 0.3
H -5.8367 -4.1721 5.0322 -0.1 0.0 -0.1
O -5.5343 -3.2797 3.1787 0.3 0.2 -0.2
C -4.4526 -2.4765 3.3336 0.1 0.1 -0.1
C -3.7484 -2.2473 2.1504 -0.2 0.0 0.3
C -2.6216 -1.4592 2.1095 0.1 0.2 0.3
C -2.1626 -0.8676 3.2831 -0.5 -0.3 0.3
C -2.8533 -1.0851 4.4756 0.1 0.0 -0.1
C -3.9886 -1.8771 4.5246 -0.2 -0.1 0.0
O -4.6847 -2.1066 5.6835 0.0 -0.1 -0.5
C -4.2351 -1.5068 6.8734 0.1 0.1 0.2
H -3.2298 -1.8463 7.1423 0.0 0.0 0.0
H -4.9391 -1.8263 7.6405 0.1 0.1 0.0
H -4.2469 -0.4146 6.8049 0.0 0.0 0.0
H -2.4776 -0.6152 5.3694 0.0 0.0 0.1
C -0.9834 -0.0384 3.2726 0.7 0.4 -0.8
N -0.2692 0.2712 2.2242 -0.7 -0.6 0.4
C 0.7472 1.0674 2.6846 0.0 0.2 1.2
C 0.5921 1.2254 4.0359 0.7 0.3 -1.0
O -0.5026 0.5141 4.4049 -0.4 -0.2 0.1
C 1.3627 1.9843 5.0491 -0.1 -0.1 0.0
H 1.4482 3.0227 4.7346 0.0 0.0 0.0
H 0.8511 1.9358 6.0060 0.0 0.0 0.1
H 2.3651 1.5705 5.1583 0.0 0.0 0.1
C 1.7506 1.6636 1.7902 -0.2 0.7 -0.2
H 2.7124 1.7643 2.2904 0.1 0.1 -0.1
H 1.8565 1.1062 0.8648 0.1 -0.1 -0.1
S 1.2752 3.4234 1.3211 -0.2 -1.2 -0.9
O 0.9133 4.0591 2.5897 -0.2 0.7 1.0
C -0.3538 3.0197 0.5199 0.6 0.2 0.1
C -0.1682 2.1860 -0.7313 -0.3 -0.1 0.2
O 0.1757 2.6862 -1.7864 0.2 0.2 -0.3
N -0.4286 0.8802 -0.5521 0.0 -0.2 0.1
H -0.5584 0.5314 0.3987 0.0 0.2 -0.1
C -0.2816 -0.1146 -1.5893 0.1 -0.2 -0.2
C 0.9718 -0.9693 -1.3835 0.0 0.3 -0.1
H 1.0585 -1.2481 -0.3307 0.0 -0.1 0.1
H 0.8798 -1.8806 -1.9740 0.0 -0.1 0.0
C 2.2174 -0.2027 -1.8395 -0.2 -0.3 0.1
N 2.1854 -0.0357 -3.2807 0.1 0.1 0.1
C 2.5577 1.2894 -3.7368 -0.3 0.1 -0.2
C 2.2283 1.4429 -5.2217 0.4 0.2 0.0
C 2.5821 2.8442 -5.7070 -0.1 -0.2 0.1
H 2.3276 2.9599 -6.7583 0.0 0.1 -0.1
H 2.0367 3.5894 -5.1335 0.0 0.2 0.0
H 3.6480 3.0310 -5.5895 0.1 0.1 0.0
C 2.9646 0.3678 -6.0190 -0.5 -0.1 0.2
C 2.6091 -1.0163 -5.4796 0.4 -0.1 0.0
C 3.3563 -2.1166 -6.2263 -0.2 0.2 0.2
H 3.0790 -3.0972 -5.8453 0.0 -0.2 0.0
H 4.4313 -1.9944 -6.1079 0.1 0.0 0.0
H 3.1231 -2.0813 -7.2880 0.0 0.0 -0.1
C 2.9223 -1.0638 -3.9840 -0.3 -0.1 -0.2
H 2.6305 -2.0373 -3.5807 0.1 0.0 0.0
H 4.0149 -0.9500 -3.8379 0.0 0.0 0.0
H 1.5316 -1.1688 -5.5997 0.0 0.0 0.0
H 2.7005 0.4369 -7.0766 0.1 0.0 -0.1
H 4.0432 0.5250 -5.9316 0.1 0.0 0.0
H 1.1515 1.2868 -5.3398 0.0 0.0 0.0
H 1.9804 2.0203 -3.1672 0.1 0.0 0.0
H 3.6354 1.4882 -3.5800 0.0 0.0 0.0
H 2.2169 0.7847 -1.3720 0.1 0.0 0.0
H 3.1277 -0.7282 -1.5079 0.0 0.1 0.0
H -1.1754 -0.7460 -1.5877 0.0 0.1 -0.1
H -0.2028 0.4031 -2.5471 -0.1 -0.1 0.0
H -0.7631 3.9935 0.2526 0.1 0.0 0.0
H -0.9817 2.5418 1.2677 0.1 0.0 0.1
H -2.0913 -1.2993 1.1857 0.0 0.0 -0.1
H -4.1272 -2.7189 1.2579 -0.1 -0.1 -0.1
H -7.1420 -4.2641 3.8237 0.0 0.0 0.0
H -6.8455 -2.7421 4.7001 0.0 -0.1 0.0
```
Forces are in eV/Å.

Molecular formula: C35H42BCl3N10O4SSc
Method: DFT, ωB97M-V/def2-TZVPD

The relative energy (zero: lowest compared OMol25 entry of this formula, charge and spin) is 0.0 kJ/mol. For the HOMO energy (spin up / spin down), the calculation gives -13.1 / -13.1 eV. The calculation puts the largest force on an atom at 0.4 eV Å⁻¹. As for the multiplicity: 2. As for the charge: +2. The value obtained for the frontier orbital gap (spin up / spin down) is 8.6 / 5.5 eV. For the calculated total energy, the calculation gives -129840.9366 eV.

Geometry as XYZ:
```
97
Properties=species:S:1:pos:R:3:forces:R:3
Sc 0.3043 0.5842 -0.6275 -0.2 -0.3 0.0
C 1.7618 1.4112 -4.1864 0.0 0.0 -0.1
C 0.7729 0.3217 -3.9424 -0.1 0.0 -0.1
C 0.2965 -0.5405 -4.9252 0.0 0.0 0.0
C -0.6736 -1.2997 -4.3112 0.0 0.0 0.1
N -0.7556 -0.9342 -3.0250 -0.1 0.1 -0.1
N 0.1378 0.0728 -2.7775 0.1 -0.1 0.2
B -1.9724 -1.2212 -2.0916 0.1 0.0 -0.1
N -1.5200 -1.9144 -0.7845 -0.1 -0.1 0.0
C -2.1611 -2.8981 -0.1425 0.0 0.1 0.0
C -1.5200 -3.1269 1.0531 0.0 0.0 0.0
C -0.4712 -2.2093 1.0920 0.0 -0.1 0.1
C 0.5278 -2.1399 2.1964 0.0 0.0 0.1
N -0.4840 -1.4554 -0.0265 0.2 0.1 -0.1
N -2.5818 0.1496 -1.6759 0.1 0.0 0.0
C -3.7805 0.6769 -1.9326 -0.1 0.0 0.0
C -3.9118 1.8496 -1.2174 0.0 0.0 0.0
C -2.7168 1.9910 -0.5260 -0.1 0.0 0.0
C -2.3937 3.0954 0.4212 0.1 0.0 0.1
N -1.8923 0.9614 -0.8063 0.0 0.3 0.1
N -2.9146 -2.1386 -2.8245 -0.1 0.0 0.2
C -2.7149 -3.4599 -3.0845 0.1 0.0 0.0
C -3.6407 -3.8505 -4.0113 0.0 0.0 0.0
C -4.3878 -2.6819 -4.2905 0.0 0.0 0.0
C -5.5399 -2.5233 -5.2254 0.0 0.0 0.0
N -3.9380 -1.6619 -3.5822 0.1 0.0 -0.1
H 1.7920 1.6078 -5.2566 0.0 0.0 0.0
H 2.7653 1.1310 -3.8726 -0.1 0.0 0.0
H 1.4795 2.3364 -3.6888 0.0 0.0 0.0
H 0.5928 -0.5720 -5.9593 0.0 0.0 0.0
H -1.3321 -2.0509 -4.7140 0.0 0.0 0.0
H -3.0251 -3.3656 -0.5813 0.0 0.0 0.1
H -1.7581 -3.8686 1.7960 0.0 0.0 0.0
H 1.4629 -2.6222 1.9077 0.0 0.0 0.0
H 0.1353 -2.6868 3.0538 0.0 0.0 0.0
H 0.7645 -1.1268 2.5040 0.0 0.0 0.0
H -4.4505 0.1569 -2.5983 0.0 0.1 0.0
H -4.7650 2.5052 -1.1900 0.0 0.0 0.0
H -3.2982 3.3709 0.9650 0.0 0.0 0.0
H -2.0655 3.9923 -0.1061 0.0 0.0 0.0
H -1.6364 2.8113 1.1530 0.0 0.0 0.0
H -1.9245 -4.0163 -2.6054 0.0 0.0 0.0
H -3.7683 -4.8338 -4.4310 0.0 0.0 0.0
H -5.7292 -3.4519 -5.7601 0.0 0.0 0.0
H -5.3388 -1.7425 -5.9581 0.0 0.0 0.0
H -6.4470 -2.2551 -4.6841 0.0 0.0 0.0
Cl 5.3819 6.1020 -0.3675 0.0 0.0 0.0
C 4.4012 4.7479 -0.6512 0.0 0.1 0.0
C 3.0561 4.7866 -0.2222 0.0 0.0 0.0
C 2.2801 3.7014 -0.4594 0.0 0.2 0.1
Cl 0.6377 3.6311 0.0475 0.0 0.0 0.0
C 2.7651 2.5318 -1.1385 0.0 -0.1 -0.1
O 1.9982 1.5784 -1.4072 0.1 0.0 0.1
C 4.1613 2.5378 -1.5262 0.0 0.1 0.0
Cl 4.7927 1.1350 -2.2396 0.1 -0.1 0.0
C 4.9474 3.6303 -1.2932 0.0 0.0 0.0
H 2.6802 5.6659 0.2808 0.0 0.0 0.0
H 5.9891 3.6357 -1.5805 0.0 0.0 0.0
C 4.7028 -4.8010 -1.1248 0.0 -0.1 0.0
C 4.2303 -3.5365 -0.4727 0.0 0.1 0.0
C 4.6193 -3.1967 0.8189 0.0 0.0 0.0
C 4.1908 -2.0183 1.4127 0.1 -0.1 0.1
C 3.3613 -1.1554 0.7141 0.1 0.1 0.0
C 2.9647 -1.4719 -0.5812 0.0 -0.1 -0.2
C 3.3931 -2.6538 -1.1597 0.0 0.0 0.1
S 2.8695 0.3345 1.5221 -0.3 0.1 -0.2
O 3.6518 1.4392 1.0279 0.1 0.0 0.1
O 2.8592 0.1043 2.9387 0.1 0.0 0.0
O 1.4202 0.5197 1.0477 -0.2 0.1 -0.2
H 5.1589 -5.4768 -0.4039 0.0 0.0 0.0
H 5.4479 -4.5807 -1.8916 0.0 0.0 0.0
H 3.8793 -5.3248 -1.6107 0.0 0.0 0.0
H 5.2634 -3.8651 1.3764 0.0 0.0 0.0
H 4.4897 -1.7821 2.4255 0.0 0.0 0.0
H 2.3477 -0.8322 -1.2103 0.1 0.1 0.2
H 3.0704 -2.8944 -2.1660 0.0 0.0 0.0
C -1.9317 2.8321 5.6018 0.0 -0.1 0.1
C -1.6032 3.1807 4.1302 0.0 0.0 0.0
N -0.9863 2.0409 3.4591 0.0 0.0 0.0
C -1.9418 0.9416 3.3839 -0.1 -0.1 -0.1
C -2.4558 0.5612 4.7929 0.1 0.1 0.1
N -1.6502 1.3652 5.7797 0.0 0.0 -0.1
C -0.1780 1.0934 5.5913 -0.1 0.0 0.0
C 0.2079 1.6189 4.1893 0.0 0.0 0.0
H -2.9761 2.9943 5.8613 0.0 0.0 0.0
H -1.3061 3.3622 6.3176 0.0 0.0 0.0
H -0.9208 4.0285 4.0945 0.0 0.0 0.0
H -2.5107 3.4573 3.5941 0.0 0.0 0.0
H -1.4616 0.0806 2.9176 0.0 0.0 0.0
H -2.7783 1.2374 2.7502 0.0 0.0 0.0
H -2.3002 -0.4880 5.0369 0.0 0.0 0.0
H -3.5022 0.8122 4.9570 0.0 0.0 0.0
H -1.9167 1.0908 6.7233 0.0 0.0 0.0
H -0.0431 0.0179 5.6937 0.0 0.0 0.0
H 0.3464 1.5927 6.4036 0.0 0.0 0.0
H 0.7255 0.8438 3.6285 0.0 0.0 0.0
H 0.8875 2.4665 4.2682 0.0 0.0 0.0
```
Forces are in eV/Å.

Molecular formula: C5H4N4O2S
Method: DFT, ωB97M-V/def2-TZVPD

The relative energy (zero: lowest compared OMol25 entry of this formula, charge and spin) is 387.3 kJ/mol. For the HOMO energy, the calculation gives -8.7 eV. The calculation puts the largest force on an atom at 4.2 eV Å⁻¹. The value obtained for the frontier orbital gap is 6.5 eV. For the calculated total energy, the calculation gives -26136.9897 eV.

Geometry as XYZ:
```
16
Properties=species:S:1:pos:R:3:forces:R:3
C -1.5101 -2.1233 -0.0397 0.9 -3.6 -1.0
C 0.8986 0.4925 0.0534 -0.5 0.2 0.2
C -0.8451 2.2140 -0.0743 -2.4 1.5 0.3
C -2.4810 0.0390 -0.0280 0.5 -0.7 -0.3
C 3.3945 -0.9545 0.0524 -3.2 2.7 0.8
N -1.1668 -3.2393 -0.2047 -0.8 1.4 0.6
N 0.3864 1.5399 0.0495 0.5 -1.0 -0.2
N -1.9949 1.4057 0.0523 0.9 2.6 0.0
N -1.4975 -0.8519 0.0201 0.9 2.9 0.6
O -0.8656 3.4335 -0.1658 0.1 -2.3 0.0
O -3.6735 -0.0822 -0.1572 -0.2 0.1 0.2
S 1.4354 -1.0271 0.2574 0.9 -1.0 -0.2
H 3.6377 -1.3836 0.9947 0.9 0.5 0.8
H 3.5387 0.1121 -0.2528 0.7 -1.2 0.8
H 3.5252 -1.6337 -0.6966 0.6 -1.6 -2.2
H -2.7818 2.0590 0.1394 0.3 -0.5 -0.3
```
Forces are in eV/Å.

Molecular formula: C2H8NS
Method: DFT, ωB97M-V/def2-TZVPD

The relative energy (zero: lowest compared OMol25 entry of this formula, charge and spin) is 47.1 kJ/mol. For the HOMO energy, the calculation gives -2.7 eV. The calculation puts the largest force on an atom at 1.7 eV Å⁻¹. As for the charge: -1. The value obtained for the frontier orbital gap is 6.7 eV. For the calculated total energy, the calculation gives -14529.6048 eV.

Geometry as XYZ:
```
12
Properties=species:S:1:pos:R:3:forces:R:3
S -0.2438 0.3710 -2.2358 -0.1 0.0 0.1
H -0.0011 1.6161 -1.8021 0.0 0.1 0.0
C -0.7637 0.1341 2.2509 -1.4 0.8 -0.5
N -0.2370 -0.6265 1.1453 1.1 0.7 -0.1
C 1.2280 -0.4303 1.0359 -0.8 -0.2 1.2
H -0.1369 0.1117 3.1116 0.5 -0.6 0.9
H -0.9172 1.2245 2.0998 0.3 -0.1 -0.5
H -1.7776 -0.2127 2.4728 0.1 -0.2 0.4
H -0.5766 -0.2075 0.2813 -0.4 -0.3 -0.4
H 1.5250 0.6144 1.1848 0.0 0.2 -0.4
H 1.5311 -0.7953 0.0714 0.4 -0.1 -0.3
H 1.6898 -0.9556 1.8845 0.2 -0.3 -0.4
```
Forces are in eV/Å.